# 1
The following is a quantum chemistry calculation of C23H30FN9O4PtS2 as an isolated structure, from OMol25.

```
70
C23H30FN9O4PtS2 (wB97M-V/def2-TZVPD)
Pt -0.237 -0.352 0.372
C -3.944 1.651 3.192
N -3.710 0.332 2.605
C -4.611 -0.677 2.683
C -4.369 -1.893 2.139
C -3.117 -2.085 1.493
N -2.255 -1.078 1.408
C -2.535 0.135 1.913
O -1.725 1.062 1.750
N -2.750 -3.256 0.970
H -4.872 1.637 3.756
H -4.001 2.402 2.407
H -3.120 1.908 3.853
H -5.531 -0.454 3.204
H -5.093 -2.690 2.206
H -3.346 -4.062 1.038
H -1.820 -3.323 0.587
O -0.954 8.363 0.302
C -0.425 7.414 1.081
O -0.044 7.656 2.187
C -0.344 6.017 0.517
C -0.308 4.973 1.443
C -0.284 3.661 1.026
C -0.290 3.380 -0.347
S -0.401 1.781 -0.989
C -0.263 4.427 -1.283
C -0.293 5.736 -0.849
H -1.260 8.041 -0.552
H -0.307 5.234 2.493
H -0.289 2.848 1.738
H -0.233 4.197 -2.340
H -0.256 6.524 -1.592
C -2.422 -1.628 -2.651
O -2.195 -0.713 -1.579
H -1.572 -1.662 -3.339
H -3.323 -1.368 -3.209
H -2.562 -2.613 -2.206
H -2.134 0.174 -1.954
F 6.038 -1.140 0.185
C 4.844 -0.911 0.765
C 4.372 0.389 0.835
C 3.105 0.604 1.328
C 2.288 -0.468 1.751
C 0.967 -0.227 2.263
C 2.841 -1.769 1.715
C 4.108 -1.992 1.224
H 5.007 1.211 0.533
H 2.731 1.618 1.405
H 0.769 0.778 2.619
H 0.533 -1.006 2.884
H 2.257 -2.594 2.103
H 4.538 -2.985 1.211
N -0.493 -5.595 -2.326
C 0.715 -5.043 -2.487
N 1.597 -5.653 -3.275
N 1.091 -3.921 -1.903
C 0.495 -3.171 -1.057
N 0.113 -2.425 -0.245
H -0.722 -6.480 -2.746
H -1.202 -5.137 -1.784
H 1.367 -6.477 -3.803
H 2.519 -5.266 -3.374
N 3.876 0.551 -2.885
C 3.021 -0.414 -2.572
N 3.436 -1.677 -2.578
S 1.378 -0.051 -2.252
H 4.840 0.359 -3.114
H 3.558 1.502 -2.934
H 4.411 -1.913 -2.681
H 2.796 -2.395 -2.280
```

Frontier orbital gap (spin up / spin down)   7.39 / 5.63 eV
E_HOMO (spin up / spin down)   -11.9 / -13.1 eV
Total charge   +2
Energy relative to the best compared isomer or geometry (same formula, charge and spin)   1.363 eV
Multiplicity   5

# 2
The following is a quantum chemistry calculation of C22H28I2NOS9Sb2Sc as an isolated structure, from OMol25.

```
66
C22H28I2NOS9Sb2Sc (wB97M-V/def2-TZVPD)
Sc -1.229 1.579 -1.080
S -0.927 3.781 -4.415
Sb -2.703 3.630 -3.001
S -3.103 1.273 -2.638
S -1.772 3.955 -0.786
S -4.638 4.781 -3.242
I 1.271 -1.336 -4.747
C 2.091 0.029 -3.411
C 3.466 0.304 -3.467
C 4.043 1.211 -2.622
I 6.106 1.536 -2.765
C 3.251 1.920 -1.682
C 3.714 2.915 -0.793
C 2.834 3.559 0.029
C 1.472 3.214 -0.016
N 1.018 2.268 -0.801
C 1.875 1.626 -1.634
C 1.254 0.644 -2.488
O 0.001 0.399 -2.344
H 4.071 -0.219 -4.195
H 4.766 3.172 -0.785
H 3.160 4.337 0.704
H 0.741 3.736 0.587
C 2.752 -2.490 -0.978
C 1.918 -2.902 0.233
C 1.534 -4.375 0.137
Sb 0.337 -1.408 0.527
C 0.027 -1.740 2.661
C 0.814 -0.667 3.409
C 0.376 -3.120 3.203
C -1.423 -2.408 -0.278
C -1.936 -3.610 0.505
C -1.236 -2.717 -1.760
H 3.628 -3.141 -1.090
H 3.107 -1.460 -0.905
H 2.175 -2.563 -1.904
H 2.531 -2.761 1.132
H 0.884 -4.565 -0.719
H 1.021 -4.738 1.028
H 2.432 -4.991 -0.004
H -1.039 -1.548 2.800
H 1.891 -0.774 3.236
H 0.651 -0.737 4.491
H 0.528 0.337 3.094
H 1.434 -3.354 3.053
H -0.210 -3.914 2.741
H 0.191 -3.158 4.284
H -2.184 -1.625 -0.198
H -1.219 -4.435 0.516
H -2.857 -3.986 0.042
H -2.173 -3.349 1.538
H -0.483 -3.494 -1.922
H -0.932 -1.835 -2.322
H -2.176 -3.078 -2.192
C -5.211 2.883 0.184
S -5.234 2.484 1.955
C -3.574 2.834 2.401
C -2.473 2.130 2.073
S -2.381 0.670 1.124
S -0.983 2.774 2.716
C -1.608 4.153 3.535
S -0.667 5.217 4.392
S -3.308 4.275 3.357
H -6.243 2.790 -0.155
H -4.584 2.181 -0.362
H -4.862 3.897 0.013
```

Frontier orbital gap   5.57 eV
E_HOMO   -2.4 eV
Total charge   -2
Energy relative to the best compared isomer or geometry (same formula, charge and spin)   1.024 eV

# 3
The following is a quantum chemistry calculation of C53H55FGdGeN7O2PS as an isolated structure at a distorted geometry, from OMol25.

```
122
C53H55FGdGeN7O2PS (wB97M-V/def2-TZVPD)
Gd -0.026 0.533 0.355
C 3.475 -0.338 4.512
N 2.979 0.419 3.391
C 2.382 -0.134 2.293
N 2.129 0.821 1.397
C 2.585 2.008 1.927
C 3.124 1.785 3.171
C 3.873 2.656 4.079
C 3.674 2.650 5.462
C 4.459 3.428 6.299
C 5.456 4.238 5.778
C 5.642 4.281 4.401
C 4.866 3.500 3.565
C 2.420 3.255 1.171
C 2.289 4.495 1.801
C 2.158 5.650 1.049
C 2.135 5.587 -0.338
C 2.232 4.357 -0.970
C 2.379 3.202 -0.222
P 2.192 -1.903 2.155
C 2.140 -2.069 0.367
N 1.707 -1.272 -0.618
C 2.046 -1.897 -1.801
C 2.654 -3.101 -1.543
N 2.699 -3.200 -0.163
C 3.050 -4.368 0.613
C 3.226 -4.113 -2.435
C 2.516 -4.570 -3.548
C 3.057 -5.529 -4.387
C 4.317 -6.055 -4.133
C 5.042 -5.594 -3.044
C 4.504 -4.630 -2.205
C 1.803 -1.335 -3.141
C 2.827 -1.306 -4.091
C 2.597 -0.813 -5.365
C 1.337 -0.350 -5.717
C 0.311 -0.385 -4.785
C 0.543 -0.871 -3.508
C -1.169 -1.527 1.204
N -2.068 -0.655 0.695
C -3.259 -0.779 1.373
C -3.127 -1.776 2.308
N -1.813 -2.194 2.200
C -1.209 -3.260 2.967
C -4.114 -2.408 3.190
C -3.912 -2.522 4.566
C -4.884 -3.081 5.382
C -6.071 -3.548 4.837
C -6.274 -3.469 3.466
C -5.301 -2.915 2.651
C -4.418 0.088 1.044
C -5.626 0.082 1.881
C -6.842 0.328 1.372
C -7.041 0.551 -0.042
C -6.001 0.560 -0.889
C -4.627 0.430 -0.399
H 3.686 -1.351 4.167
H 4.386 0.115 4.899
H 2.736 -0.400 5.315
H 2.879 2.049 5.883
H 4.285 3.408 7.369
H 6.082 4.829 6.434
H 6.406 4.923 3.979
H 5.020 3.525 2.495
H 2.270 4.549 2.880
H 2.067 6.607 1.550
H 2.021 6.494 -0.920
H 2.190 4.291 -2.050
H 2.474 2.250 -0.729
H 3.177 -5.219 -0.051
H 3.967 -4.200 1.183
H 2.257 -4.585 1.329
H 1.531 -4.166 -3.744
H 2.489 -5.875 -5.242
H 4.728 -6.821 -4.779
H 6.035 -5.981 -2.852
H 5.085 -4.257 -1.371
H 3.814 -1.659 -3.821
H 3.405 -0.783 -6.086
H 1.160 0.043 -6.711
H -0.677 -0.032 -5.055
H -0.267 -0.901 -2.792
H -1.871 -4.127 3.013
H -0.278 -3.528 2.479
H -0.971 -2.937 3.983
H -3.001 -2.136 5.004
H -4.725 -3.144 6.451
H -6.837 -3.973 5.475
H -7.192 -3.844 3.030
H -5.459 -2.857 1.581
H -5.495 -0.120 2.936
H -7.710 0.316 2.020
H -8.050 0.683 -0.412
H -6.142 0.669 -1.958
H -3.884 0.048 -1.089
O -0.641 3.203 0.639
H -0.735 2.817 1.532
H -1.532 3.393 0.333
S -3.954 1.840 0.571
O 0.161 2.167 -2.180
C -0.789 1.459 -1.782
F -0.500 1.237 2.331
N -2.133 -2.537 -1.936
H -1.266 -3.033 -2.113
H -2.675 -3.116 -1.305
H -1.886 -1.711 -1.397
C -2.750 4.671 -3.437
Ge -1.955 2.951 -4.024
C -3.200 2.301 -5.444
C -0.295 3.373 -5.005
C -2.110 1.614 -2.558
H -2.911 5.326 -4.294
H -2.115 5.189 -2.717
H -3.715 4.482 -2.962
H -3.322 3.063 -6.216
H -4.188 2.071 -5.037
H -2.823 1.394 -5.922
H -0.570 3.840 -5.952
H 0.287 2.473 -5.201
H 0.328 4.059 -4.432
H -2.449 0.654 -2.962
H -2.899 1.982 -1.896
```

Frontier orbital gap (spin up / spin down)   4.83 / 5.80 eV
E_HOMO (spin up / spin down)   -2.4 / -3.5 eV
Total charge   -1
Multiplicity   8

What is the total charge in the third record? -1